[1]
# C16H52N19O11

A 10-piece molecular cluster, C16H52N19O11 overall in a non-equilibrium geometry (ωB97M-V with the def2-TZVPD basis set, the Open Molecules 2025 dataset).

Summary:
HOMO	-1.6464	eV
E_LUMO	0.05743	Ha
maximum force	1.9	eV/Å

Geometry as ORCA input:
```
! wB97M-V def2-TZVPD RIJCOSX def2/J DEFGRID3
* xyz -1 1
C 1.8707 -0.8559 -1.9595
C 1.5504 0.6312 -1.5363
C 0.5401 0.5680 -0.3655
C -0.9311 0.2849 -0.8009
O -1.1842 0.5731 -2.1744
N -2.3295 1.4222 -2.3301
C -3.4514 0.6466 -2.8100
O -3.5557 -0.7045 -2.2957
C -4.1821 -0.7270 -1.0461
C -5.7353 -0.7853 -1.1087
H 1.3583 -1.0504 -2.9125
H 2.9511 -1.0144 -2.0254
H 1.4393 -1.5499 -1.2239
H 1.1801 1.2096 -2.3858
H 2.4934 1.0395 -1.1254
H 0.5229 1.4843 0.2606
H 0.8418 -0.2498 0.3182
H -1.6605 0.8687 -0.2189
H -1.2045 -0.7857 -0.6294
H -3.5184 0.5681 -3.9309
H -4.3706 1.2013 -2.5081
H -3.8753 0.1090 -0.3955
H -3.8541 -1.6500 -0.5332
H -6.0768 -1.4169 -1.9417
H -6.0711 -1.2663 -0.1720
H -6.1867 0.2148 -1.1210
C 6.1445 -1.4087 -0.8505
O 5.0288 -1.2895 -0.3673
N 6.7366 -0.4221 -1.5838
N 6.8874 -2.5425 -0.6951
H 7.6489 -0.4995 -1.9883
H 6.2153 0.4280 -1.7193
H 6.4787 -3.2874 -0.1644
H 7.8014 -2.6668 -1.0832
C -4.6643 -2.5111 3.0853
O -5.4380 -1.5590 3.0835
N -4.9877 -3.7124 3.6314
N -3.4183 -2.4419 2.5401
H -4.3708 -4.5051 3.6429
H -5.8956 -3.7955 4.0457
H -3.1451 -1.5697 2.1249
H -2.7728 -3.2080 2.5309
C 3.4384 2.2735 3.3235
O 4.6207 2.4319 3.6190
N 2.4244 2.8243 4.0519
N 3.0426 1.5430 2.2486
H 1.4538 2.7134 3.8269
H 2.6780 3.3688 4.8542
H 3.7610 1.1193 1.6883
H 2.0816 1.4066 1.9880
C 3.4437 6.5807 2.1421
O 2.3224 6.6828 2.6120
N 4.0293 7.5876 1.4262
N 4.2015 5.4571 2.2936
H 4.9465 7.5296 1.0300
H 3.4963 8.4260 1.2967
H 3.8003 4.6970 2.8131
H 5.1218 5.3534 1.9215
C -5.2044 2.1092 -7.2087
O -6.3918 2.2118 -6.9358
N -4.5316 3.0727 -7.9072
N -4.4550 1.0337 -6.8443
H -3.5600 3.0144 -8.1404
H -5.0523 3.8796 -8.1898
H -4.9132 0.3084 -6.3250
H -3.4823 0.9334 -7.0584
C -5.6836 -0.8971 6.8826
O -5.5807 -2.0810 6.5978
N -5.6737 -0.4591 8.1796
N -5.8167 0.0826 5.9462
H -5.7558 0.5030 8.4427
H -5.5772 -1.1525 8.8955
H -5.8267 -0.2014 4.9746
H -5.9033 1.0539 6.1712
C 4.3195 -1.7457 -5.0935
O 4.7466 -2.7906 -4.6224
N 3.6417 -1.7032 -6.2787
N 4.4839 -0.5427 -4.4791
H 3.2800 -0.8619 -6.6831
H 3.5009 -2.5719 -6.7562
H 4.9754 -0.5394 -3.6038
H 4.1434 0.3238 -4.8479
C -3.9557 -7.7959 3.9469
O -3.3666 -6.7716 3.6386
N -4.2306 -8.1177 5.2434
N -4.3850 -8.6976 3.0188
H -4.7123 -8.9503 5.5208
H -3.9281 -7.4728 5.9489
H -4.1981 -8.4875 2.0564
H -4.8699 -9.5432 3.2461
C 6.6558 3.3488 -1.4242
O 6.3457 2.6644 -2.3892
N 5.7265 3.9061 -0.6036
N 7.9553 3.6037 -1.0955
H 5.9525 4.4663 0.1910
H 4.7601 3.7352 -0.8194
H 8.6625 3.2050 -1.6823
H 8.2325 4.1581 -0.3094
*
```

***

[2]
# C17H12CrNO5S

C17H12CrNO5S as an isolated structure in a non-equilibrium geometry (ωB97M-V with the def2-TZVPD basis set, the Open Molecules 2025 dataset).

Summary:
energy above the lowest of the compared OMol25 structures with the same formula, charge and spin	1.448	eV
⟨S²⟩	3.7959
HOMO (alpha / beta)	-15.3596 / -15.3569	eV
E_LUMO (alpha / beta)	-0.30655 / -0.39559	Ha
maximum force	9.6	eV/Å

Geometry as ORCA input:
```
! wB97M-V def2-TZVPD RIJCOSX def2/J DEFGRID3
* xyz 2 4
O -2.5596 -2.4376 -4.5523
C -1.6606 -1.6465 -4.3306
Cr -1.2087 -1.1005 -2.4918
O -3.3141 -2.6144 -0.9122
C -2.5394 -2.0583 -1.5810
C -0.1800 -0.3696 -4.0268
O 0.6097 0.2957 -4.5955
C -2.3291 0.4274 -2.5340
O -2.9373 1.4113 -2.3933
C -0.0342 -2.5658 -2.2521
O 0.7146 -3.4202 -1.9821
H -1.0565 -1.2218 -5.3509
N -0.3151 -0.2105 -0.9932
S -0.4225 -0.5940 0.6147
C 1.2849 -0.8251 1.0797
C 2.3007 -0.9448 0.1308
C 3.6238 -1.0962 0.5620
C 3.9167 -1.1663 1.9265
C 2.8869 -1.0920 2.8734
C 1.5679 -0.9338 2.4519
C -0.8239 1.0081 1.3285
C 0.1623 1.9455 1.6404
C -0.2123 3.1799 2.1832
C -1.5641 3.4782 2.3801
C -2.5493 2.5477 2.0269
C -2.1837 1.3084 1.5023
H 0.1622 0.6917 -1.0681
H 2.0571 -0.9084 -0.9295
H 4.4198 -1.1602 -0.1809
H 4.9496 -1.2841 2.2571
H 3.1059 -1.1549 3.9396
H 0.7459 -0.8774 3.1643
H 1.2102 1.7009 1.4727
H 0.5597 3.9023 2.4508
H -1.8528 4.4394 2.8081
H -3.6061 2.7807 2.1620
H -2.9287 0.5649 1.2194
*
```

***

The lowest maximum force belongs to which entry? C16H52N19O11

***

The lowest maximum force belongs to which entry? C16H52N19O11

***

Number 2 is which compound? C17H12CrNO5S

***

Please write out number 2 again, unchanged.
# C17H12CrNO5S

C17H12CrNO5S as an isolated structure in a non-equilibrium geometry (ωB97M-V with the def2-TZVPD basis set, the Open Molecules 2025 dataset).

Summary:
energy above the lowest of the compared OMol25 structures with the same formula, charge and spin	1.448	eV
⟨S²⟩	3.7959
HOMO (alpha / beta)	-15.3596 / -15.3569	eV
E_LUMO (alpha / beta)	-0.30655 / -0.39559	Ha
maximum force	9.6	eV/Å

Geometry as ORCA input:
```
! wB97M-V def2-TZVPD RIJCOSX def2/J DEFGRID3
* xyz 2 4
O -2.5596 -2.4376 -4.5523
C -1.6606 -1.6465 -4.3306
Cr -1.2087 -1.1005 -2.4918
O -3.3141 -2.6144 -0.9122
C -2.5394 -2.0583 -1.5810
C -0.1800 -0.3696 -4.0268
O 0.6097 0.2957 -4.5955
C -2.3291 0.4274 -2.5340
O -2.9373 1.4113 -2.3933
C -0.0342 -2.5658 -2.2521
O 0.7146 -3.4202 -1.9821
H -1.0565 -1.2218 -5.3509
N -0.3151 -0.2105 -0.9932
S -0.4225 -0.5940 0.6147
C 1.2849 -0.8251 1.0797
C 2.3007 -0.9448 0.1308
C 3.6238 -1.0962 0.5620
C 3.9167 -1.1663 1.9265
C 2.8869 -1.0920 2.8734
C 1.5679 -0.9338 2.4519
C -0.8239 1.0081 1.3285
C 0.1623 1.9455 1.6404
C -0.2123 3.1799 2.1832
C -1.5641 3.4782 2.3801
C -2.5493 2.5477 2.0269
C -2.1837 1.3084 1.5023
H 0.1622 0.6917 -1.0681
H 2.0571 -0.9084 -0.9295
H 4.4198 -1.1602 -0.1809
H 4.9496 -1.2841 2.2571
H 3.1059 -1.1549 3.9396
H 0.7459 -0.8774 3.1643
H 1.2102 1.7009 1.4727
H 0.5597 3.9023 2.4508
H -1.8528 4.4394 2.8081
H -3.6061 2.7807 2.1620
H -2.9287 0.5649 1.2194
*
```